[1]
Formula: CF3N3
Source: OMol25
Level of theory: wB97M-V/def2-TZVPD

The LUMO energy comes out at -0.041 Ha. The value obtained for the gap between HOMO and LUMO is 9.22 eV. The value obtained for the energy above the lowest of the compared OMol25 structures with the same formula, charge and spin is 2.691 eV.

ORCA input file:
```
! RIJCOSX wB97M-V def2-TZVPD def2/J DEFGRID3
* xyz 0 1
C 0.48298 0.33674 0.18234
N 0.02698 1.56933 0.64492
N 0.54618 1.62221 -0.50221
N -1.01898 -1.05471 -0.62128
F 1.55820 -0.29811 0.59259
F -0.18150 -2.10229 -0.58882
F -1.73035 -1.16945 0.51677
*
```

Population analysis type Mulliken, resulting atomic charges in e: number 1, C, carries 0.790; number 2, N, carries -0.230; number 3, N, carries -0.198; number 4, N, carries 0.019; number 5, F, carries -0.169; number 6, F, carries -0.108; number 7, F, carries -0.104

---

[2]
Formula: CF3NO4S2
Source: OMol25
Level of theory: wB97M-V/def2-TZVPD

The LUMO energy comes out at -0.059 Ha. The value obtained for the gap between HOMO and LUMO is 10.13 eV.

ORCA input file:
```
! RIJCOSX wB97M-V def2-TZVPD def2/J DEFGRID3
* xyz 0 1
C 1.79854 -0.31341 0.02605
N -3.14544 0.89884 0.05727
O -0.67777 0.06081 -1.21472
O -2.32638 -1.59557 0.01348
O 0.49320 1.93060 -0.11814
O -0.66508 0.10734 1.08321
F 2.28750 -0.02018 1.22221
F 1.72440 -1.62431 -0.10337
F 2.60842 0.17647 -0.89864
S -2.23425 -0.18790 0.02746
S 0.13688 0.56732 -0.09480
*
```

Population analysis type Mulliken, resulting atomic charges in e: number 1, C, carries 0.682; number 2, N, carries -0.411; number 3, O, carries -0.439; number 4, O, carries -0.440; number 5, O, carries -0.523; number 6, O, carries -0.374; number 7, F, carries -0.200; number 8, F, carries -0.193; number 9, F, carries -0.185; number 10, S, carries 0.882; number 11, S, carries 1.201

---

[3]
Formula: CF3NOS
Source: OMol25
Level of theory: wB97M-V/def2-TZVPD

The LUMO energy comes out at -0.028 Ha. The value obtained for the gap between HOMO and LUMO is 10.95 eV. The value obtained for the energy above the lowest of the compared OMol25 structures with the same formula, charge and spin is 0.187 eV.

ORCA input file:
```
! RIJCOSX wB97M-V def2-TZVPD def2/J DEFGRID3
* xyz 0 1
C 1.33541 0.05162 -0.10982
N 0.10100 0.09152 -0.55141
O 1.99705 0.90849 0.38871
F 1.81061 -1.25858 -0.17120
F -1.94170 1.21449 0.57280
F -1.87982 -1.13363 0.44167
S -1.42254 0.12610 -0.57075
*
```

Population analysis type Mulliken, resulting atomic charges in e: number 1, C, carries 0.541; number 2, N, carries -0.121; number 3, O, carries -0.419; number 4, F, carries -0.203; number 5, F, carries -0.226; number 6, F, carries -0.244; number 7, S, carries 0.672

---

[4]
Formula: CF5LiO3PRu
Source: OMol25
Level of theory: wB97M-V/def2-TZVPD

The LUMO energy (spin up / spin down) comes out at -0.330 / -0.495 Ha. The value obtained for the gap between HOMO and LUMO (spin up / spin down) is 11.86 / 7.95 eV. The value obtained for the energy above the lowest of the compared OMol25 structures with the same formula, charge and spin is 0.000 eV.

ORCA input file:
```
! RIJCOSX wB97M-V def2-TZVPD def2/J DEFGRID3
* xyz 2 6
P 1.47547 0.74771 0.01240
F 2.07000 1.14283 1.40237
F -3.00353 2.21197 -0.39431
F 2.91256 0.33705 -0.53495
F 1.34174 1.86697 -1.07185
F -0.00693 1.31288 0.62135
O 0.93570 -0.72287 -0.21239
O -0.12102 -2.64975 -0.07127
C -0.25160 -1.43903 -0.06761
O -1.34917 -0.82994 -0.00820
Li -2.07710 -2.95685 0.05863
Ru -1.92612 0.97902 0.26583
*
```

Population analysis type Mulliken, resulting atomic charges in e: number 1, P, carries 1.169; number 2, F, carries -0.151; number 3, F, carries -0.483; number 4, F, carries -0.287; number 5, F, carries -0.153; number 6, F, carries -0.451; number 7, O, carries -0.195; number 8, O, carries -0.619; number 9, C, carries 0.973; number 10, O, carries -0.757; number 11, Li, carries 0.918; number 12, Ru, carries 2.036

---

[5]
Formula: CF5NO2
Source: OMol25
Level of theory: wB97M-V/def2-TZVPD

The LUMO energy (spin up / spin down) comes out at -0.009 / -0.228 Ha. The value obtained for the gap between HOMO and LUMO (spin up / spin down) is 6.38 / 4.44 eV.

ORCA input file:
```
! RIJCOSX wB97M-V def2-TZVPD def2/J DEFGRID3
* xyz 0 3
C 0.77801 0.12175 0.03213
N -1.47885 -0.39706 0.17548
O -0.72960 0.55441 -0.36630
O 1.53409 0.95709 -0.61701
F 0.77676 -1.15108 -0.35049
F 0.78693 0.19373 1.32981
F -2.27044 0.21795 1.11383
F -2.31206 -0.88215 -0.82227
F 2.90266 0.61786 -0.42360
*
```

Population analysis type Mulliken, resulting atomic charges in e: number 1, C, carries 0.876; number 2, N, carries 0.528; number 3, O, carries -0.153; number 4, O, carries -0.298; number 5, F, carries -0.252; number 6, F, carries -0.236; number 7, F, carries -0.087; number 8, F, carries -0.105; number 9, F, carries -0.273

---

[6]
Formula: CFN3O6
Source: OMol25
Level of theory: wB97M-V/def2-TZVPD

The LUMO energy comes out at -0.083 Ha. The value obtained for the gap between HOMO and LUMO is 10.45 eV. The value obtained for the energy above the lowest of the compared OMol25 structures with the same formula, charge and spin is 1.617 eV.

ORCA input file:
```
! RIJCOSX wB97M-V def2-TZVPD def2/J DEFGRID3
* xyz 0 1
C 0.11430 0.15687 -0.02984
N 1.08104 -0.35989 -1.04254
N 0.16504 -0.32470 1.44181
N -1.32647 0.35203 -0.50539
O 1.63057 0.33236 -1.83154
O 1.00969 -1.56602 -0.94415
O -0.88675 -0.64256 1.91060
O 1.24575 -0.32087 1.92410
O -1.81024 -0.55852 -1.05754
O -1.77768 1.39930 -0.10571
F 0.57938 1.82100 0.11630
*
```

Population analysis type Mulliken, resulting atomic charges in e: number 1, C, carries 0.461; number 2, N, carries 0.879; number 3, N, carries 1.009; number 4, N, carries 0.870; number 5, O, carries -0.452; number 6, O, carries -0.468; number 7, O, carries -0.511; number 8, O, carries -0.490; number 9, O, carries -0.480; number 10, O, carries -0.450; number 11, F, carries -0.368

---

[7]
Formula: CFNO
Source: OMol25
Level of theory: wB97M-V/def2-TZVPD

The LUMO energy (spin up / spin down) comes out at -0.170 / -0.168 Ha. The value obtained for the gap between HOMO and LUMO (spin up / spin down) is 8.05 / 8.03 eV. The value obtained for the energy above the lowest of the compared OMol25 structures with the same formula, charge and spin is 4.571 eV.

ORCA input file:
```
! RIJCOSX wB97M-V def2-TZVPD def2/J DEFGRID3
* xyz 0 1
C -0.90813 -0.15350 -0.00906
N -1.89260 0.36777 0.02967
O 1.24832 -0.73630 -0.06214
F 1.55242 0.52203 0.04153
*
```

Population analysis type Mulliken, resulting atomic charges in e: number 1, C, carries 0.185; number 2, N, carries -0.180; number 3, O, carries -0.045; number 4, F, carries 0.039

---

[8]
Formula: CFNO2
Source: OMol25
Level of theory: wB97M-V/def2-TZVPD

As for the SMILES: O=NC(=O)F. The LUMO energy (spin up / spin down) comes out at -0.076 / -0.077 Ha. The value obtained for the gap between HOMO and LUMO (spin up / spin down) is 8.45 / 8.45 eV. The value obtained for the energy above the lowest of the compared OMol25 structures with the same formula, charge and spin is 0.000 eV.

ORCA input file:
```
! RIJCOSX wB97M-V def2-TZVPD def2/J DEFGRID3
* xyz 0 1
O -0.95503 -1.08955 1.02206
N -0.46754 -0.00595 0.84245
C 0.25494 0.31482 -0.39505
O 0.82897 1.33755 -0.50562
F 0.35540 -0.76048 -1.18904
*
```

Population analysis type Mulliken, resulting atomic charges in e: number 1, O, carries -0.225; number 2, N, carries 0.145; number 3, C, carries 0.582; number 4, O, carries -0.333; number 5, F, carries -0.170

---

Total energy readings, ordered: -13650.9558 -40534.9504 -23560.8552 -32825.4042 -20195.3626 -20497.4291 -7282.2815 -9336.4583 eV